1.
{
  "formula": "C2H4N2",
  "method": "ωB97M-V with the def2-TZVPD basis set",
  "energy_ha": -187.95999,
  "homo_lumo_gap_ev": 10.8,
  "e_above_lowest_kcal_mol": 99.35,
  "molar_mass_da": 56.07,
  "symbols": ["C", "C", "N", "N", "H", "H", "H", "H"],
  "positions_angstrom": [[0.745795, -0.270122, -0.476838], [-1.066387, 0.106542, 0.282410], [1.824453, 0.619921, -0.129850], [1.793403, -0.492624, 0.391412], [0.701973, -0.568626, -1.528850], [-0.985918, 0.778391, 1.281045], [-1.309693, -0.885817, 0.620468], [-1.703626, 0.712336, -0.439798]],
  "forces_ev_per_angstrom": [[-5.69, 2.24, -0.56], [3.53, 1.97, 0.50], [-0.01, -0.05, 0.44], [1.83, -0.50, 1.18], [-0.03, -0.46, 0.55], [0.32, -1.50, -2.40], [-0.77, -0.22, -0.43], [0.83, -1.48, 0.72]]
}

=====

2.
{
  "formula": "C6H16N2",
  "method": "ωB97M-V with the def2-TZVPD basis set",
  "energy_ha": -347.58377,
  "homo_lumo_gap_ev": 8.0,
  "e_above_lowest_kcal_mol": 88.51,
  "molar_mass_da": 116.21,
  "symbols": ["C", "C", "C", "C", "C", "C", "N", "N", "H", "H", "H", "H", "H", "H", "H", "H", "H", "H", "H", "H", "H", "H", "H", "H"],
  "positions_angstrom": [[0.180625, -0.829258, -0.465695], [0.570417, 0.066422, 0.653860], [-1.869346, 0.914307, 0.812014], [-0.537322, 1.800068, -1.044678], [-0.955570, -1.824385, -0.405263], [1.891315, 0.805958, 0.601309], [-0.603409, 0.903196, 0.095897], [1.627396, -2.010602, -0.154238], [0.483827, -0.552622, -1.472481], [0.319889, -0.325722, 1.637150], [1.508923, -2.714337, 0.574124], [2.604345, -1.752126, -0.287844], [-2.114792, 1.932178, 1.131183], [-1.841919, 0.273769, 1.694074], [-2.681302, 0.545013, 0.180186], [-1.279908, 1.501460, -1.790736], [0.443446, 1.780964, -1.519807], [-0.739854, 2.829544, -0.733261], [-0.687595, -2.707963, -0.986677], [-1.865086, -1.436472, -0.872616], [-1.147264, -2.141307, 0.622264], [2.245070, 0.955915, -0.421082], [1.801684, 1.796017, 1.061805], [2.646429, 0.189986, 1.090516]],
  "forces_ev_per_angstrom": [[4.78, -4.08, 1.64], [-2.51, 1.56, -2.90], [0.50, 0.25, -0.27], [0.21, -0.22, 0.71], [0.01, 0.27, -0.09], [0.04, -0.27, -0.03], [-0.82, 1.02, 1.49], [-1.11, -0.12, -1.06], [-0.13, 0.38, 0.28], [-0.10, 0.11, -0.10], [0.02, 0.39, -0.23], [-0.53, 0.09, 0.16], [-0.19, 0.05, 0.11], [0.17, 0.04, -0.05], [-0.14, 0.05, -0.09], [-0.05, 0.09, -0.08], [-0.03, -0.06, 0.09], [-0.03, 0.15, -0.13], [0.20, 0.13, 0.11], [-0.03, 0.16, 0.29], [-0.12, 0.08, -0.08], [-0.16, -0.06, -0.03], [0.05, -0.26, 0.14], [-0.01, 0.27, 0.14]]
}

=====

3.
{
  "formula": "BrFeH4O2",
  "method": "ωB97M-V with the def2-TZVPD basis set",
  "s_squared": 8.7656,
  "energy_ha": -3989.68796,
  "homo_lumo_gap_ev": [8.1, 4.0],
  "charge": 2,
  "e_above_lowest_kcal_mol": 8.40,
  "molar_mass_da": 171.78,
  "spin_multiplicity": 6,
  "symbols": ["Fe", "Br", "O", "H", "H", "O", "H", "H"],
  "positions_angstrom": [[-2.056589, 1.802193, -3.132335], [-1.080109, 1.157903, -0.937045], [2.015461, -0.429887, -0.642465], [1.143491, -0.226558, -0.303995], [2.601561, -0.281548, 0.099645], [-0.983379, -1.044128, 1.700045], [-0.306999, -0.548167, 2.161315], [-1.333439, -0.429807, 1.054835]],
  "forces_ev_per_angstrom": [[0.67, -0.45, 1.55], [-0.74, 0.63, -1.76], [-0.15, -0.42, -0.71], [-0.95, 0.16, 0.07], [1.10, 0.14, 0.72], [0.23, -0.80, -0.25], [0.57, 0.30, 0.91], [-0.72, 0.42, -0.54]]
}

=====

4.
{
  "formula": "C3H12N4",
  "method": "ωB97M-V with the def2-TZVPD basis set",
  "energy_ha": -340.46589,
  "homo_lumo_gap_ev": 9.6,
  "e_above_lowest_kcal_mol": 40.49,
  "molar_mass_da": 104.16,
  "symbols": ["H", "N", "C", "N", "C", "H", "H", "H", "H", "H", "N", "C", "N", "H", "H", "H", "H", "H", "H"],
  "positions_angstrom": [[-3.980558, -0.114091, -0.194429], [-3.706016, 0.396056, 0.689532], [-2.444570, 0.781605, 0.445213], [-1.441980, 0.596014, 1.325430], [-0.424054, 1.653616, 1.351525], [-2.208910, 1.162044, -0.544552], [-1.796926, 0.391633, 2.267756], [0.471130, 1.296379, 1.884987], [-0.064105, 1.909692, 0.334448], [-0.799311, 2.577124, 1.763896], [1.572684, -2.160947, -1.804446], [2.421869, -1.373629, -0.897697], [1.846345, -0.122140, -0.372844], [0.782028, -2.507156, -1.283889], [1.100834, -1.573833, -2.471015], [2.752680, -2.077318, -0.061692], [3.356113, -1.010419, -1.463621], [1.560970, 0.478691, -1.120781], [1.001778, -0.303329, 0.152183]],
  "forces_ev_per_angstrom": [[-0.53, 1.72, 0.77], [3.23, -0.96, -1.04], [-3.99, -1.94, -0.17], [0.28, 1.75, 0.93], [1.14, -0.32, -0.52], [0.74, -0.12, -0.16], [0.07, -0.23, -0.59], [-0.44, 0.28, -0.01], [-0.41, -0.39, 0.37], [-0.07, 0.27, 0.43], [0.15, 0.01, 0.47], [1.15, 0.40, -0.47], [0.20, -0.86, 0.70], [-0.07, -0.48, 0.45], [0.31, 0.50, -0.54], [-0.45, 1.20, -1.00], [-1.27, -0.94, 0.76], [0.08, 0.30, -0.58], [-0.11, -0.19, 0.19]]
}

=====

5.
{
  "formula": "C41H46CaN3P",
  "method": "ωB97M-V with the def2-TZVPD basis set",
  "energy_ha": -2772.85232,
  "homo_lumo_gap_ev": [2.3, 2.3],
  "charge": -2,
  "e_above_lowest_kcal_mol": 128.52,
  "molar_mass_da": 651.89,
  "symbols": ["Ca", "N", "N", "C", "C", "C", "C", "H", "H", "H", "C", "C", "H", "H", "H", "C", "C", "H", "H", "H", "C", "H", "H", "H", "C", "H", "H", "H", "C", "H", "C", "H", "C", "H", "C", "H", "C", "C", "H", "C", "C", "H", "C", "H", "N", "C", "C", "C", "H", "C", "C", "H", "H", "H", "C", "H", "C", "C", "H", "H", "H", "C", "H", "H", "H", "C", "P", "C", "C", "C", "C", "C", "C", "C", "C", "C", "C", "C", "C", "H", "H", "H", "H", "H", "H", "H", "H", "H", "H", "H", "H", "H"],
  "positions_angstrom": [[0.321359, -0.085529, -0.375737], [1.638550, -3.875089, 2.484251], [0.310097, -2.208019, -2.406975], [1.556720, 2.171944, -0.828198], [2.614036, 1.261423, -0.529684], [2.621270, 1.055168, 0.875418], [3.523427, 0.163927, 1.618438], [4.460807, -0.017601, 1.080008], [3.043775, -0.870597, 1.728518], [3.734234, 0.529270, 2.633408], [1.555618, 1.802384, 1.443786], [1.259493, 1.936049, 2.891475], [1.705815, 2.855552, 3.312257], [1.659042, 1.091067, 3.467227], [0.177941, 1.989512, 3.093264], [0.893087, 2.489643, 0.393422], [-0.260580, 3.410857, 0.572112], [-1.018211, 2.994408, 1.257347], [-0.760156, 3.626625, -0.383086], [0.056732, 4.377813, 0.999911], [3.534692, 0.624130, -1.509359], [4.486960, 1.178580, -1.602731], [3.099997, 0.572294, -2.522628], [3.785108, -0.410233, -1.216299], [1.225714, 2.698657, -2.180293], [0.157999, 2.955520, -2.271963], [1.454029, 1.963295, -2.967250], [1.806861, 3.608286, -2.419015], [0.664915, -4.451627, 3.192663], [0.827039, -4.527631, 4.241404], [-0.538598, -4.927222, 2.672615], [-1.234380, -5.502545, 3.301926], [-0.800650, -4.682323, 1.352002], [-1.676081, -5.092972, 0.833220], [0.018482, -3.793852, 0.609125], [-0.115502, -3.555157, -0.460504], [1.077161, -3.257574, 1.396181], [2.110502, -2.264032, 1.308103], [2.527860, -2.568087, 0.181506], [-0.050928, -1.013803, -2.856298], [1.204242, -2.962187, -3.173830], [1.717963, -3.803203, -2.810646], [0.967427, -2.397831, -4.389132], [1.187031, -2.790311, -5.353439], [0.200176, -1.199054, -4.198146], [0.114136, -0.000564, -4.928384], [1.224066, 0.369017, -5.717730], [1.053794, 1.549388, -6.404671], [1.809275, 1.823778, -7.123312], [-0.071907, 2.344929, -6.192088], [-0.284842, 3.556809, -7.032172], [-0.828785, 4.316483, -6.455866], [-0.881065, 3.324420, -7.930098], [0.679802, 3.961700, -7.361614], [-1.022667, 2.031730, -5.223852], [-1.871950, 2.672133, -5.047210], [-0.928956, 0.876029, -4.499106], [-1.859266, 0.554880, -3.371621], [-2.041023, -0.517137, -3.203801], [-2.826967, 1.011321, -3.611337], [-1.572018, 1.012747, -2.402649], [2.502883, -0.408355, -5.755569], [2.372864, -1.447213, -6.060365], [3.071117, -0.401100, -4.814086], [3.126736, 0.073038, -6.508036], [-2.717523, -1.446170, 1.550756], [-1.443928, -0.374182, 2.321922], [-2.426248, 1.010204, 3.048603], [-3.500283, 1.562764, 2.322517], [-4.365375, 2.474917, 2.932760], [-4.140203, 2.893719, 4.249917], [-2.999540, 2.451396, 4.928550], [-2.127342, 1.543774, 4.321394], [-1.083117, -1.302567, 3.873107], [-2.107677, -1.871112, 4.650010], [-1.800960, -2.556896, 5.827945], [-0.484367, -2.593229, 6.299787], [0.530693, -1.971095, 5.564491], [0.248627, -1.398093, 4.324463], [-2.983009, -1.024611, 0.568447], [-3.627632, -1.514201, 2.164612], [-2.309643, -2.455209, 1.388093], [-3.679701, 1.245492, 1.291766], [-5.228899, 2.848433, 2.379180], [-4.845740, 3.563487, 4.746892], [-2.793803, 2.799036, 5.943251], [-1.235326, 1.213740, 4.863431], [-3.148594, -1.774034, 4.332159], [-2.595190, -3.056226, 6.387986], [-0.246105, -3.104465, 7.235568], [1.552705, -1.939780, 5.949831], [1.061892, -1.029043, 3.691787]],
  "forces_ev_per_angstrom": [[1.39, -1.19, 0.57], [-2.32, -2.28, 2.24], [2.10, -0.02, 5.77], [-0.18, -0.30, 0.43], [-0.67, 0.38, 0.49], [-0.44, 0.39, -0.20], [0.55, -0.40, 0.41], [0.09, 0.20, 0.12], [0.26, 0.57, 0.08], [0.16, 0.10, -0.14], [0.26, -0.34, -1.00], [-0.14, 0.08, 0.58], [-0.09, -0.15, -0.01], [-0.08, 0.18, -0.14], [0.29, 0.04, -0.06], [0.24, -0.54, -0.43], [-0.37, 0.40, 0.10], [0.15, 0.15, -0.13], [0.06, 0.00, 0.18], [-0.16, -0.08, -0.06], [0.54, -0.30, -0.39], [-0.15, -0.15, -0.01], [0.06, 0.03, 0.28], [-0.12, 0.32, -0.06], [-0.04, 0.27, -0.49], [0.27, -0.01, -0.07], [-0.13, 0.19, 0.11], [-0.17, -0.13, -0.04], [-0.39, -0.48, 0.24], [0.33, -0.70, 1.06], [-0.23, -0.19, 1.75], [0.32, 0.37, -0.19], [-0.19, 0.86, -3.20], [0.15, -0.11, 0.30], [-0.42, -1.15, 1.43], [0.00, 0.17, 0.83], [3.19, 1.25, -1.43], [-1.46, 0.47, -4.44], [-0.35, 1.34, 1.24], [1.04, -3.67, 0.34], [-4.16, 2.85, -1.50], [0.34, -0.94, 0.22], [0.39, 0.48, -0.53], [0.18, 0.15, -0.59], [0.87, 0.36, -1.11], [1.01, -0.63, 1.03], [-1.64, -0.11, 0.52], [-0.38, 0.34, 0.03], [0.16, 0.41, -0.15], [0.06, 0.15, -0.31], [-0.07, 0.47, -0.31], [0.17, 0.00, -0.25], [0.15, 0.11, 0.18], [-0.24, 0.10, 0.00], [0.30, 0.16, -0.33], [-0.05, 0.41, 0.01], [1.16, -1.34, -0.79], [-1.79, 0.51, 0.01], [0.08, 0.74, -0.16], [-0.26, 0.27, -0.19], [0.09, -0.33, -0.67], [0.39, 0.04, -0.67], [0.12, 0.30, 0.07], [-0.45, 0.00, -0.09], [0.25, 0.04, -0.07], [-0.60, 0.14, -0.06], [0.64, -0.20, 0.14], [-0.45, 0.08, 0.09], [0.02, -0.04, 0.52], [0.18, 0.05, 0.09], [0.06, -0.11, -0.13], [0.09, -0.06, -0.34], [-0.39, -0.07, -0.06], [0.45, -0.15, 0.28], [0.29, 0.04, 0.00], [0.05, 0.11, -0.08], [0.03, 0.23, -0.26], [-0.18, -0.07, 0.09], [-0.30, 0.21, -0.15], [-0.01, -0.16, 0.22], [0.15, -0.01, -0.21], [0.16, 0.32, 0.10], [-0.04, 0.02, 0.35], [0.22, -0.06, 0.15], [0.21, -0.15, -0.20], [-0.04, -0.07, -0.30], [-0.40, -0.06, -0.21], [0.29, -0.12, 0.08], [0.20, 0.18, -0.14], [-0.10, 0.15, -0.25], [-0.28, -0.20, -0.23], [-0.24, -0.16, 0.09]]
}